# 1
Computed, not measured: a molecular structure, C34H59N7O6Si2Y, with the ωB97M-V functional and the def2-TZVPD basis.

Geometry as ORCA input:
```
! wB97M-V def2-TZVPD RIJCOSX def2/J DEFGRID3
* xyz 1 1
Y 0.207 0.148 0.140
C -3.002 -3.807 -0.240
N -2.205 -3.526 -1.431
C -2.169 -4.537 -2.478
C -1.579 -2.351 -1.549
O -1.649 -1.463 -0.703
C -0.686 -2.132 -2.770
O -0.173 -0.821 -2.734
C -0.912 0.093 -3.513
C -0.881 1.460 -2.854
O -0.524 1.567 -1.680
N -1.296 2.498 -3.582
C -1.599 2.382 -5.005
C -1.287 3.839 -3.010
H -2.679 -4.754 0.193
H -4.060 -3.870 -0.498
H -2.847 -3.014 0.484
H -2.494 -5.482 -2.049
H -1.160 -4.680 -2.866
H -2.838 -4.294 -3.306
H -1.216 -2.334 -3.704
H 0.159 -2.822 -2.722
H -1.965 -0.206 -3.581
H -0.498 0.135 -4.524
H -2.237 1.524 -5.209
H -0.690 2.312 -5.606
H -2.142 3.273 -5.309
H -1.284 3.768 -1.928
H -2.180 4.368 -3.339
H -0.401 4.390 -3.329
C -2.822 -2.146 7.218
O -1.838 -2.086 6.194
C -2.114 -1.382 5.079
C -3.354 -0.754 4.847
C -3.522 -0.068 3.673
C -2.519 0.031 2.687
C -2.788 0.778 1.480
C -4.098 1.517 1.330
O -1.998 0.870 0.527
C -1.265 -0.611 2.938
O -0.266 -0.573 2.107
C -1.101 -1.304 4.144
H -2.373 -2.711 8.029
H -3.719 -2.661 6.871
H -3.083 -1.147 7.572
H -4.158 -0.806 5.564
H -4.476 0.412 3.502
H -4.239 2.231 2.142
H -4.943 0.828 1.345
H -4.086 2.042 0.378
H -0.156 -1.795 4.334
C 5.574 0.108 -0.428
Si 3.750 -0.340 -0.357
C 3.680 -1.448 1.180
C 3.472 -1.241 -2.006
C 2.480 0.980 -0.159
Si 2.745 2.451 -1.261
C 1.642 3.902 -0.805
C 2.450 2.011 -3.081
C 4.473 3.194 -1.194
H 6.164 -0.805 -0.302
H 5.860 0.796 0.371
H 5.867 0.557 -1.377
H 4.080 -2.453 1.026
H 2.686 -1.542 1.618
H 4.320 -0.978 1.933
H 4.018 -2.188 -2.074
H 3.878 -0.600 -2.793
H 2.420 -1.401 -2.256
H 2.675 1.377 0.856
H 0.585 3.649 -0.852
H 1.827 4.743 -1.480
H 1.861 4.242 0.211
H 1.729 1.200 -3.203
H 3.381 1.686 -3.550
H 2.098 2.883 -3.641
H 4.812 3.322 -0.163
H 4.470 4.181 -1.664
H 5.215 2.588 -1.713
C 0.114 4.505 3.390
C 0.947 3.426 3.637
C 0.915 2.353 2.763
N 0.123 2.310 1.692
C -0.684 3.348 1.468
C -0.722 4.463 2.286
H 0.113 5.362 4.051
H 1.609 3.408 4.491
H 1.537 1.481 2.934
H -1.327 3.270 0.600
H -1.393 5.280 2.057
C 4.414 -5.284 -0.590
C 3.381 -6.089 0.191
C 3.446 -5.801 1.687
C 1.964 -5.903 -0.350
N 1.387 -4.586 -0.062
C 1.656 -3.377 -0.548
N 0.849 -2.507 0.018
N 0.077 -3.224 0.874
N 0.397 -4.457 0.836
H 5.421 -5.550 -0.270
H 4.303 -4.212 -0.421
H 4.347 -5.472 -1.664
H 3.593 -7.150 0.027
H 3.224 -4.752 1.896
H 4.446 -6.006 2.070
H 2.737 -6.413 2.246
H 1.279 -6.607 0.118
H 1.932 -6.056 -1.430
H 2.412 -3.167 -1.283
*
```

Summary:
Energy above the lowest of the compared OMol25 structures with the same formula, charge and spin   0.3510 eV
Strongest force on any atom   1.2 eV Å⁻¹
Calculated total energy   -2783.0456 a.u.
E_HOMO   -9.889 eV

=====

# 2
Computed, not measured: C7H6 in the gas phase, with the ωB97M-V functional and the def2-TZVPD basis.

Geometry as ORCA input:
```
! wB97M-V def2-TZVPD RIJCOSX def2/J DEFGRID3
* xyz 0 1
C 1.478 -0.105 0.298
C 1.112 0.982 -0.384
C -1.568 0.545 0.426
C 0.453 -1.138 0.078
C -0.306 -0.700 -1.203
C -0.126 0.806 -1.073
C -0.986 -0.684 0.100
H 2.139 -0.237 1.136
H 1.686 1.809 -0.705
H -1.776 0.992 1.405
H -2.190 0.871 -0.518
H 0.590 -2.235 0.272
H -0.469 -1.338 -2.060
*
```

Summary:
Energy above the lowest of the compared OMol25 structures with the same formula, charge and spin   4.8580 eV
Strongest force on any atom   3.6 eV Å⁻¹
Calculated total energy   -270.0576 a.u.
E_HOMO (alpha / beta)   -8.003 / -8.002 eV